C10H24BBr2NNbO2 | the ωB97M-V functional and the def2-TZVPD basis

Each line ends with the natural charge from an NBO analysis.
Element x y z (Å)
C -2.8215 1.6873 0.0811  -0.65
C -2.4126 2.6211 1.3918  -0.40
C -0.9923 2.1294 2.1149  -0.42
C -1.0628 0.5839 2.6592  -0.42
C 0.3068 -0.2925 2.4575  -0.93
Nb 0.8146 -0.7629 0.2646  1.84
C 2.9279 0.0499 0.7210  -1.04
C 4.0494 -0.7454 -0.1717  0.48
O 4.1039 -2.0955 -0.0030  -0.60
Br 5.3493 0.1540 -1.4550  -0.07
C 1.3212 -1.3221 -1.8678  -1.01
C 1.4875 -0.1200 -2.9498  -0.24
C 0.1669 0.0988 -3.9435  -0.64
Br 2.0083 1.6692 -2.2715  -0.02
B -1.2331 -1.7996 -0.0029  0.72
N -1.8133 -2.6959 1.0800  -1.24
O -2.0684 -1.6318 -1.2382  -1.00
H -1.9138 1.4226 -0.6111  0.25
H -3.4034 0.7090 0.4421  0.21
H -3.5785 2.3111 -0.5701  0.19
H -3.3114 2.5033 2.1632  0.19
H -2.3854 3.7615 1.0692  0.20
H -0.8574 2.8329 3.0706  0.19
H -0.0591 2.3548 1.4352  0.23
H -1.2540 0.6364 3.8360  0.18
H -2.0287 0.0776 2.2131  0.20
H 0.1077 -1.3432 2.9887  0.22
H 1.2291 0.1699 3.0578  0.22
H 0.1601 0.8727 -0.1531  -0.42
H 1.4423 -2.3942 0.8436  -0.38
H 2.8786 1.2057 0.5398  0.25
H 3.1906 -0.1030 1.8697  0.27
H 2.2538 -2.0676 -1.8439  0.27
H 0.4208 -2.0018 -2.2618  0.25
H 2.3563 -0.4673 -3.6930  0.21
H 0.0987 -0.8866 -4.6117  0.20
H 0.4499 1.0165 -4.6488  0.21
H -0.8239 0.3162 -3.3597  0.24
H -1.4145 -3.6654 1.0561  0.39
H -1.6966 -2.2636 2.0296  0.39
H -1.9928 -2.5255 -1.7284  0.47

Summary:
**Frontier orbital gap**: 6.505 eV
**Charge**: -1
**Total energy**: -158647.2458 eV